C49H56N4NaOP2 | ωB97M-V with the def2-TZVPD basis set

Last column: Mulliken charge in e.
CARTESIAN COORDINATES (ANGSTROEM)
Na 0.6527 3.2410 0.6836  0.617
C 3.2387 4.1312 -1.2146  -0.774
C 3.4220 4.0187 0.3474  -0.422
N 2.9424 2.7840 1.0154  0.061
C 3.2331 2.7008 2.4322  -0.927
C 2.3108 3.6244 3.3339  -0.867
N 0.9019 3.3216 3.2219  0.148
C 0.0659 4.2693 4.0514  -1.139
C -0.5949 5.4678 3.3370  -0.041
C -1.6879 5.0165 2.3642  -1.104
N -1.1662 4.8265 0.9885  0.011
C -0.9440 6.1278 0.3116  -1.005
C 0.4649 6.2944 -0.3193  -0.515
N 0.8553 5.1366 -1.1545  -0.091
C 2.2238 5.2254 -1.7014  -0.918
H 2.9922 3.1698 -1.6628  0.331
H 4.2298 4.3475 -1.6600  0.420
H 2.8404 4.8272 0.8490  0.126
H 4.5177 4.1699 0.5154  0.459
H 3.3313 1.9833 0.5289  -0.032
H 4.2667 3.0904 2.5572  0.353
H 3.0909 1.7109 2.8358  0.497
H 2.4731 4.7012 3.0659  0.436
H 2.6849 3.5025 4.3513  0.441
H 0.7837 2.3567 3.5634  0.227
H 0.5599 4.5986 5.0197  0.292
H -0.8665 3.7267 4.3232  0.385
H 0.1126 6.1456 2.8051  0.198
H -1.1285 6.0112 4.1721  0.321
H -2.5346 5.7035 2.3326  0.511
H -2.0992 4.0505 2.7148  0.482
H -1.9756 4.4503 0.4820  -0.011
H -1.0932 6.9139 1.0693  0.370
H -1.6881 6.1816 -0.4496  0.444
H 1.2266 6.4688 0.4815  0.277
H 0.4753 7.2653 -0.8922  0.445
H 0.2152 5.0755 -1.9638  0.256
H 2.6821 6.1814 -1.3785  0.305
H 2.2328 5.1221 -2.8097  0.405
C -2.0897 -6.9747 -2.4475  -1.571
C -1.6938 -5.9195 -1.3233  1.945
C -1.9413 -6.4146 0.0751  -1.603
C -2.5730 -4.6642 -1.3765  0.902
C -3.9520 -4.7972 -1.6729  -1.011
C -4.7533 -3.7110 -1.7760  -1.675
C -4.2049 -2.4369 -1.6574  0.203
C -2.9004 -2.2125 -1.2393  0.491
P -2.2605 -0.6096 -0.6414  0.760
C -3.1034 -0.4447 0.9366  0.508
C -2.4081 -0.2292 2.1150  -0.321
C -3.0492 -0.2369 3.3429  -0.674
C -4.4163 -0.4908 3.3821  -0.517
C -5.1576 -0.5382 2.1844  -0.870
C -4.4873 -0.5194 0.9734  -0.068
C -3.1881 0.5894 -1.6553  0.120
C -3.4485 0.3936 -3.0120  -0.321
C -4.4323 1.1270 -3.6637  -0.425
C -5.0499 2.1799 -2.9899  -0.522
C -4.6234 2.5602 -1.7103  -0.677
C -3.6300 1.8075 -1.0770  -0.885
C -2.1012 -3.3858 -1.1295  -0.490
O -0.7771 -3.2056 -0.7333  -0.407
C 0.1055 -4.1745 -1.1597  -0.930
C 1.4089 -3.6632 -1.3332  1.139
C 2.3011 -4.5224 -1.9769  0.013
C 2.0556 -5.8698 -2.1312  -1.108
C 0.7870 -6.3583 -1.8790  -0.480
C -0.2280 -5.4896 -1.4627  -0.153
P 1.8557 -2.0739 -0.6269  0.595
C 2.7421 -2.6958 0.8981  0.104
C 3.9263 -3.4587 0.8247  -0.069
C 4.5254 -3.8772 1.9803  -0.674
C 4.1162 -3.3980 3.2601  -0.494
C 2.9805 -2.6801 3.3002  -0.462
C 2.3344 -2.2770 2.1473  -0.237
C 3.2247 -1.4970 -1.6884  0.422
C 4.4173 -0.9837 -1.1064  -0.729
C 5.3539 -0.3726 -1.9007  -0.452
C 5.2909 -0.4495 -3.2670  -0.659
C 4.1220 -0.9652 -3.8437  -0.447
C 3.0979 -1.4808 -3.0966  -0.559
H -3.1990 -7.0109 -2.4856  0.303
H -1.7623 -8.0019 -2.1461  0.390
H -1.6734 -6.7777 -3.4035  0.430
H -3.0057 -6.6021 0.2976  0.363
H -1.6382 -5.6154 0.7192  0.522
H -1.3341 -7.3030 0.3484  0.347
H -4.3771 -5.8066 -1.7013  0.297
H -5.8423 -3.8284 -2.0175  0.312
H -4.7910 -1.5206 -1.8180  0.397
H -1.3743 0.0122 1.9971  0.452
H -2.5173 -0.1533 4.2998  0.415
H -4.9062 -0.6373 4.3578  0.371
H -6.2395 -0.5885 2.1971  0.454
H -5.0739 -0.5916 0.0412  0.224
H -2.9562 -0.3981 -3.5608  0.473
H -4.7580 0.8088 -4.6830  0.362
H -5.8627 2.7464 -3.4367  0.382
H -5.0599 3.4323 -1.1991  0.405
H -3.2732 2.0341 -0.0616  0.498
H 3.3274 -4.1910 -2.3332  0.296
H 2.8775 -6.5292 -2.4097  0.393
H 0.5690 -7.3815 -2.0616  0.465
H 4.3603 -3.7072 -0.1478  0.386
H 5.3509 -4.6399 1.9619  0.326
H 4.6889 -3.6163 4.1620  0.402
H 2.6188 -2.2930 4.2864  0.314
H 1.4383 -1.6674 2.2292  0.478
H 4.5631 -0.9699 -0.0229  0.352
H 6.1944 0.1618 -1.4147  0.388
H 6.0873 0.0023 -3.9261  0.314
H 3.9874 -1.0207 -4.9169  0.418
H 2.1577 -1.8663 -3.5418  0.384

Energy above the lowest of the compared OMol25 structures with the same formula, charge and spin ... 0.0 kJ/mol
2S+1 ... 1
Total charge ... +1
Gap between HOMO and LUMO ... 7.7 eV
Max |F| ... 2.90 eV/A


C49H57BaI2N5O2P2S2 | ωB97M-V with the def2-TZVPD basis set

Last column: Mulliken charge in e.
CARTESIAN COORDINATES (ANGSTROEM)
Ba 0.6324 0.0227 -0.6679  3.787
I 5.4436 -3.7282 -5.5918  0.024
C 4.3105 -2.9932 -3.9541  -0.738
C 4.9548 -2.4856 -2.8398  -0.317
C 4.1720 -1.9895 -1.8259  -0.454
I 5.0475 -1.0845 -0.1237  -0.006
C 2.7618 -1.9883 -1.8317  -0.142
O 2.0852 -1.5040 -0.8638  -0.637
C 2.1540 -2.5399 -2.9947  0.750
C 0.6549 -2.5144 -3.0975  -1.178
N 0.1579 -1.1467 -2.9760  0.150
C 0.6600 -0.3026 -4.0470  -1.306
C 2.0411 0.2082 -3.7601  0.906
C 3.0580 0.1286 -4.7084  -0.881
C 4.2971 0.6622 -4.4108  -0.638
C 4.4839 1.2710 -3.1784  -1.010
C 3.4120 1.3079 -2.3047  -0.687
N 2.2237 0.7985 -2.5844  0.276
C 2.9288 -3.0227 -4.0300  -0.384
H 6.0331 -2.4683 -2.7701  0.490
H 0.3590 -2.9686 -4.0566  0.512
H 0.2206 -3.0913 -2.2768  0.155
H -0.8631 -1.1459 -3.0368  -0.208
H 0.6708 -0.8297 -5.0152  0.362
H 0.0000 0.5695 -4.1267  0.418
H 2.8724 -0.3528 -5.6568  0.517
H 5.1036 0.6135 -5.1266  0.446
H 5.4385 1.6922 -2.8990  0.502
H 3.5019 1.7668 -1.3320  0.707
H 2.4524 -3.4225 -4.9163  0.523
C -3.4718 -0.9072 0.7330  -1.304
P -1.8636 -0.1912 1.2524  1.494
C -1.5313 -1.2145 2.7354  -0.723
N -1.9062 -0.7426 3.9031  -0.095
C -1.5846 -1.4321 5.0187  0.035
C -2.0041 -0.9721 6.2803  -0.313
C -1.6448 -1.6633 7.4101  -0.584
C -0.8453 -2.8115 7.3245  -0.587
C -0.4229 -3.2847 6.1064  -0.414
C -0.8021 -2.6155 4.9264  -0.035
N -0.4289 -3.0823 3.7142  -0.095
C -0.7937 -2.4240 2.6384  -0.245
P -0.2754 -3.0384 0.9858  1.420
C -1.6873 -4.2179 0.7203  -1.695
C 1.1252 -4.2427 1.3784  2.183
C 2.2236 -3.3939 2.0146  -1.552
C 0.7531 -5.4160 2.2819  -1.924
C 1.6279 -4.7677 0.0326  -2.001
C -2.3687 1.4855 1.9349  2.342
C -3.5569 1.5191 2.8934  -1.897
C -1.1064 2.0169 2.6086  -1.667
C -2.6728 2.3591 0.7181  -1.868
H -4.1401 -1.0314 1.5855  0.433
H -3.2950 -1.8678 0.2557  -0.030
H -3.9164 -0.2485 -0.0103  0.241
H -2.6055 -0.0767 6.3283  0.488
H -1.9746 -1.3152 8.3787  0.404
H -0.5660 -3.3251 8.2345  0.404
H 0.1941 -4.1670 6.0307  0.497
H -1.9390 -4.7369 1.6436  0.446
H -1.4004 -4.9364 -0.0460  0.451
H -2.5586 -3.6725 0.3635  0.336
H 1.9003 -3.0083 2.9794  0.349
H 2.4457 -2.5605 1.3469  -0.326
H 3.1335 -3.9736 2.1644  0.555
H 0.2845 -5.0575 3.1934  0.150
H 1.6619 -5.9589 2.5423  0.583
H 0.0833 -6.1072 1.7760  0.348
H 1.9647 -3.9418 -0.5867  0.303
H 0.8587 -5.3219 -0.5042  0.395
H 2.4710 -5.4362 0.1969  0.534
H -3.4142 0.8136 3.7044  0.174
H -4.4879 1.2981 2.3763  0.361
H -3.6340 2.5220 3.3129  0.545
H -0.7869 1.3597 3.4131  0.280
H -1.2762 3.0073 3.0239  0.640
H -0.3134 2.0694 1.8667  -0.120
H -3.5749 2.0380 0.2058  0.160
H -1.8467 2.3030 0.0176  0.263
H -2.8163 3.3956 1.0185  0.499
C 2.9001 2.0236 4.4077  -0.507
C 2.4969 2.9654 3.4748  -0.737
C 2.1725 2.5294 2.1981  -0.513
N 2.2099 1.2553 1.8302  0.413
C 2.5947 0.3594 2.7279  -0.247
C 2.9608 0.6948 4.0234  -0.719
H 3.1701 2.3156 5.4104  0.424
H 2.4306 4.0094 3.7403  0.522
H 1.8725 3.2329 1.4322  0.399
H 2.6264 -0.6629 2.3830  0.339
H 3.2776 -0.0629 4.7226  0.544
C -1.2530 3.4547 -2.5263  -0.427
S 0.4285 2.9821 -2.0182  0.747
O 0.2772 2.2198 -0.7577  -1.018
C 0.8298 4.6598 -1.4841  0.409
C 1.5196 5.5062 -2.3326  -0.601
C 1.7429 6.8162 -1.9445  -0.695
C 1.2813 7.2641 -0.7172  -0.502
C 0.6099 6.4012 0.1355  -0.917
C 0.3841 5.0930 -0.2502  -0.389
H -1.7397 4.0712 -1.7795  0.457
H -1.8187 2.5287 -2.6703  -0.481
H -1.1541 3.9894 -3.4637  0.543
H 1.8675 5.1400 -3.2861  0.446
H 2.2799 7.4837 -2.6010  0.426
H 1.4584 8.2882 -0.4227  0.393
H 0.2621 6.7463 1.0971  0.449
H -0.1424 4.4002 0.3889  0.489
S -2.5899 0.4057 -2.6833  -0.374
C -4.1370 0.7271 -3.3825  0.279
C -4.4048 0.3704 -4.7054  -0.711
C -5.6420 0.6269 -5.2569  -0.527
C -6.6358 1.2374 -4.5075  -0.512
C -6.3691 1.6145 -3.2008  -0.642
C -5.1332 1.3658 -2.6423  -0.305
H -3.6288 -0.1023 -5.2924  0.355
H -5.8332 0.3554 -6.2860  0.370
H -7.6079 1.4213 -4.9411  0.361
H -7.1278 2.1141 -2.6137  0.394
H -4.9193 1.6702 -1.6263  0.285

Energy above the lowest of the compared OMol25 structures with the same formula, charge and spin ... 144.7 kJ/mol
2S+1 ... 1
Total charge ... 0
Gap between HOMO and LUMO ... 5.7 eV
Max |F| ... 4.29 eV/A